98
Properties=species:S:1:pos:R:3:forces:R:3 method="wB97M-V/def2-TZVPD" spin_multiplicity=5 s_squared=6.010 charge=-2 e_tot_ha=-4597.34088 mol_weight_g_mol=859.58 homo_lumo_gap_ha="0.23663 / 0.22781"
Fe -1.0724 1.4541 -1.3007 0.152 -0.296 0.635
O -3.5231 -2.1112 -3.2336 -0.005 0.365 -0.086
C -3.7000 -2.7069 -2.0457 -0.072 -0.115 0.191
C -4.0358 -4.0631 -2.0236 0.001 0.037 -0.013
C -4.2245 -4.7153 -0.8199 0.009 0.009 0.064
C -4.0839 -4.0298 0.3834 0.015 0.038 -0.010
C -3.7566 -2.6818 0.3611 0.023 -0.040 0.038
C -3.5616 -2.0005 -0.8359 -0.005 0.153 -0.060
C -3.1828 -0.5457 -0.8525 0.028 -0.302 -0.283
O -2.7607 -0.0549 -1.9708 -0.156 -0.263 -0.055
N -3.2888 0.1129 0.2667 -0.015 0.124 0.106
N -2.7870 1.3926 0.0575 0.099 -0.223 -0.161
C -3.2045 2.3130 0.8206 -0.150 0.345 0.155
C -2.8086 3.7069 0.6748 -0.002 -0.088 0.107
C -3.2503 4.6055 1.6480 0.071 -0.020 0.109
C -2.9338 5.9507 1.6234 0.058 -0.001 -0.077
C -2.1386 6.4163 0.5681 -0.056 -0.100 0.028
C -1.7113 5.5634 -0.4255 -0.021 -0.035 0.022
C -2.0387 4.1751 -0.4382 -0.117 -0.003 -0.201
O -1.6886 3.4423 -1.4376 0.219 0.092 0.130
H -3.2383 -1.1673 -2.9881 0.148 -0.156 -0.017
H -4.1386 -4.5838 -2.9685 0.018 0.029 0.007
H -4.4757 -5.7698 -0.8190 -0.002 -0.015 0.006
H -4.2184 -4.5440 1.3271 -0.002 0.008 -0.001
H -3.6365 -2.1157 1.2775 -0.007 -0.026 -0.024
H -3.9151 2.0591 1.6138 0.004 0.035 -0.002
H -3.8412 4.2093 2.4702 0.007 -0.003 -0.026
H -3.2779 6.6173 2.4050 0.010 0.004 -0.012
H -1.8574 7.4640 0.5300 0.012 0.018 -0.017
H -1.1019 5.9215 -1.2473 -0.010 0.008 0.000
C 2.4403 -2.6768 2.6346 0.081 -0.033 0.095
C 1.1872 -2.4821 1.8085 -0.214 -0.034 -0.142
C 0.2396 -3.6724 1.9087 -0.038 -0.079 -0.033
O 0.4978 -1.3176 2.2182 0.170 0.119 0.091
C 0.1746 -0.4714 1.0886 -0.054 -0.154 0.080
C 0.6234 -1.3660 -0.0969 0.104 -0.133 0.079
O 1.5709 -2.2728 0.4755 0.118 0.172 -0.009
C 1.0803 -0.8710 -1.4845 0.148 -0.019 -0.050
O 0.1136 -0.0351 -1.9620 -0.119 0.013 -0.432
C 2.4918 -0.2571 -1.5863 -0.097 0.251 0.013
C 3.6234 -0.7109 -0.9098 0.046 -0.037 0.046
C 4.8792 -0.1735 -1.1742 -0.077 0.073 0.085
C 5.0320 0.8401 -2.1088 -0.090 0.007 -0.023
C 3.9079 1.3100 -2.7807 0.038 -0.061 0.058
C 2.6585 0.7630 -2.5222 0.020 0.083 0.067
C 1.0890 -2.1574 -2.3852 0.015 0.066 0.024
C -0.1530 -2.6530 -2.7847 0.025 0.011 -0.058
C -0.2583 -3.7621 -3.6093 0.059 -0.026 0.006
C 0.8911 -4.4102 -4.0567 -0.073 0.054 0.036
C 2.1316 -3.9287 -3.6687 -0.032 0.085 0.057
C 2.2287 -2.8114 -2.8394 -0.018 -0.099 -0.001
C 0.5715 1.0052 1.3240 -0.092 -0.058 -0.050
O 0.2086 1.7285 0.2248 0.193 0.197 0.068
C 2.0525 1.2342 1.7002 -0.041 -0.023 -0.037
C 2.8324 2.0539 0.8952 0.035 0.066 0.012
C 4.1318 2.3873 1.2641 -0.013 -0.104 -0.020
C 4.6788 1.8893 2.4397 -0.053 0.006 -0.022
C 3.9028 1.0733 3.2572 -0.040 0.039 -0.061
C 2.5972 0.7663 2.8968 0.035 -0.106 0.009
C -0.2298 1.5292 2.5580 0.112 0.083 0.014
C -1.0782 0.7865 3.3722 -0.095 -0.002 -0.028
C -1.7418 1.3844 4.4455 0.086 0.040 -0.052
C -1.5467 2.7258 4.7367 0.027 -0.067 -0.046
C -0.6984 3.4767 3.9261 -0.129 0.000 -0.091
C -0.0699 2.8865 2.8441 -0.022 0.051 0.028
H 2.1765 -2.8358 3.6833 0.029 0.002 -0.042
H 3.0729 -1.7930 2.5544 -0.022 -0.054 -0.024
H 2.9846 -3.5494 2.2639 -0.025 0.033 0.050
H -0.0939 -3.7948 2.9422 -0.005 -0.001 -0.055
H 0.7462 -4.5829 1.5779 -0.043 0.031 0.025
H -0.6346 -3.5026 1.2757 0.032 -0.036 0.047
H -0.9134 -0.4108 1.0178 -0.061 -0.056 0.006
H -0.2775 -1.9409 -0.3385 -0.098 -0.028 -0.018
H 3.5292 -1.4991 -0.1750 -0.021 0.054 -0.039
H 5.7380 -0.5353 -0.6190 -0.007 -0.004 -0.019
H 6.0105 1.2658 -2.3045 -0.020 -0.006 0.003
H 4.0014 2.1083 -3.5093 0.001 -0.015 0.016
H 1.7786 1.1349 -3.0321 0.006 -0.035 0.020
H -1.0425 -2.1237 -2.4685 -0.022 0.011 0.033
H -1.2419 -4.1085 -3.9090 0.034 0.012 0.017
H 0.8173 -5.2742 -4.7090 -0.006 0.025 0.016
H 3.0357 -4.4148 -4.0197 -0.002 0.008 0.019
H 3.2073 -2.4481 -2.5528 -0.030 -0.043 -0.059
H 2.3792 2.4454 -0.0069 0.004 -0.051 -0.019
H 4.7209 3.0311 0.6205 -0.002 -0.008 0.002
H 5.6931 2.1464 2.7273 -0.019 -0.010 -0.015
H 4.3073 0.6950 4.1908 -0.006 0.000 -0.022
H 1.9831 0.1623 3.5557 0.023 0.063 -0.035
H -1.2417 -0.2664 3.1803 0.015 0.080 0.017
H -2.4118 0.7874 5.0556 0.011 0.008 -0.017
H -2.0592 3.1869 5.5743 0.010 -0.003 -0.016
H -0.5639 4.5358 4.1120 0.010 0.004 0.011
H 0.5535 3.4795 2.1834 -0.023 -0.022 0.029
Cl -1.2439 1.9145 -4.0377 0.015 -0.016 -0.256
C -1.0299 0.2602 -4.6436 -0.089 0.174 0.021
Cl -0.0730 0.2227 -6.1525 -0.054 -0.021 0.086
H -2.0089 -0.1497 -4.8532 -0.011 -0.027 -0.068
H -0.5068 -0.2714 -3.8532 0.110 -0.025 0.022